{
  "formula": "C58H61MnN5O5SSe",
  "method": "wB97M-V/def2-TZVPD",
  "symbols": ["Mn", "C", "C", "C", "C", "C", "C", "C", "Se", "C", "C", "C", "C", "C", "C", "O", "C", "C", "C", "C", "C", "C", "C", "C", "C", "O", "C", "C", "C", "C", "C", "C", "H", "H", "H", "H", "H", "H", "H", "H", "H", "H", "H", "H", "H", "H", "H", "H", "H", "H", "H", "H", "H", "H", "H", "H", "H", "H", "H", "H", "H", "H", "H", "H", "H", "H", "H", "H", "H", "H", "H", "H", "O", "N", "O", "C", "C", "C", "C", "C", "C", "N", "C", "C", "N", "C", "C", "C", "C", "H", "H", "H", "H", "H", "H", "H", "N", "C", "C", "C", "C", "C", "N", "C", "H", "H", "H", "H", "O", "S", "C", "C", "C", "C", "C", "C", "C", "C", "C", "C", "C", "C", "H", "H", "H", "H", "H", "H", "H", "H", "H", "H"],
  "positions_angstrom": [[0.314, -0.295, -1.170], [4.284, 4.855, 3.647], [4.584, 3.440, 3.151], [4.740, 2.524, 4.373], [5.905, 3.471, 2.371], [3.477, 2.899, 2.248], [3.566, 1.613, 1.736], [2.575, 1.107, 0.913], [2.722, -0.699, 0.313], [1.563, -1.522, 1.609], [2.157, -2.047, 2.753], [1.391, -2.619, 3.751], [0.009, -2.646, 3.552], [-0.626, -2.143, 2.427], [0.179, -1.565, 1.419], [-0.411, -1.076, 0.320], [-2.154, -2.163, 2.301], [-2.585, -2.933, 1.043], [-2.671, -0.716, 2.249], [-2.824, -2.847, 3.495], [1.982, -3.187, 5.040], [1.413, -2.418, 6.241], [3.505, -3.067, 5.069], [1.611, -4.671, 5.166], [1.456, 1.861, 0.531], [0.543, 1.383, -0.313], [1.318, 3.151, 1.093], [2.337, 3.624, 1.917], [0.061, 3.995, 0.858], [0.121, 5.344, 1.577], [-1.155, 3.240, 1.421], [-0.112, 4.292, -0.639], [5.106, 5.199, 4.278], [4.183, 5.560, 2.820], [3.370, 4.887, 4.243], [5.512, 2.911, 5.042], [3.803, 2.460, 4.928], [5.027, 1.513, 4.080], [6.711, 3.853, 3.001], [6.189, 2.475, 2.029], [5.819, 4.114, 1.493], [4.408, 0.975, 1.978], [3.233, -1.985, 2.840], [-0.602, -3.084, 4.327], [-2.234, -2.449, 0.134], [-2.194, -3.954, 1.071], [-3.675, -2.993, 1.003], [-2.248, -0.172, 1.407], [-3.760, -0.705, 2.157], [-2.400, -0.190, 3.167], [-2.510, -3.887, 3.599], [-2.619, -2.326, 4.432], [-3.905, -2.839, 3.344], [1.652, -1.356, 6.164], [0.329, -2.515, 6.301], [1.838, -2.800, 7.171], [3.827, -2.025, 5.013], [3.885, -3.483, 6.004], [3.968, -3.615, 4.247], [0.530, -4.813, 5.201], [1.997, -5.238, 4.317], [2.034, -5.091, 6.081], [2.225, 4.612, 2.334], [0.226, 5.226, 2.657], [0.943, 5.964, 1.214], [-0.809, 5.884, 1.390], [-1.064, 3.148, 2.506], [-2.076, 3.790, 1.204], [-1.234, 2.238, 1.005], [0.751, 4.847, -1.014], [-0.206, 3.372, -1.207], [-1.007, 4.897, -0.806], [4.585, -0.543, -6.728], [4.345, -1.645, -6.208], [4.846, -2.694, -6.628], [3.480, -1.716, -5.101], [3.240, -2.990, -4.561], [2.377, -3.167, -3.485], [2.078, -4.421, -2.872], [1.219, -4.476, -1.813], [0.616, -3.301, -1.327], [0.879, -2.127, -1.883], [1.729, -2.047, -2.924], [1.980, -0.738, -3.454], [1.329, 0.268, -2.834], [1.493, 1.525, -3.243], [2.333, 1.817, -4.300], [3.018, 0.803, -4.947], [2.855, -0.538, -4.542], [3.741, -3.835, -5.005], [2.548, -5.318, -3.256], [0.987, -5.416, -1.331], [-0.065, -3.308, -0.489], [0.952, 2.285, -2.698], [2.457, 2.845, -4.610], [3.684, 1.022, -5.763], [-5.445, 0.045, -5.292], [-4.759, -0.768, -4.857], [-3.898, -1.783, -4.310], [-4.428, -2.956, -3.784], [-3.555, -3.876, -3.235], [-2.198, -3.583, -3.232], [-1.679, -2.460, -3.727], [-2.520, -1.583, -4.260], [-5.495, -3.133, -3.811], [-3.914, -4.806, -2.818], [-1.488, -4.285, -2.810], [-2.093, -0.674, -4.663], [-1.468, 0.547, -2.070], [-2.393, 1.640, -1.574], [-3.108, 2.265, -3.095], [-2.304, 2.209, -4.224], [-2.779, 2.737, -5.417], [-4.036, 3.319, -5.469], [-4.821, 3.385, -4.326], [-4.359, 2.864, -3.129], [-3.804, 0.822, -0.855], [-4.046, -0.508, -1.145], [-5.154, -1.123, -0.583], [-5.990, -0.413, 0.269], [-5.709, 0.910, 0.583], [-4.603, 1.534, 0.027], [-1.324, 1.755, -4.167], [-2.163, 2.689, -6.305], [-4.409, 3.719, -6.402], [-5.806, 3.829, -4.369], [-4.985, 2.902, -2.247], [-3.363, -1.049, -1.784], [-5.358, -2.162, -0.802], [-6.853, -0.897, 0.706], [-6.343, 1.452, 1.272], [-4.358, 2.557, 0.289]],
  "atomic_forces_ev_per_a": [[0.71, 0.30, 0.68], [0.01, 0.00, 0.00], [-0.01, -0.02, -0.02], [-0.01, 0.01, 0.01], [0.00, 0.01, 0.00], [0.01, -0.05, 0.02], [-0.02, 0.04, 0.01], [0.05, 0.01, -0.01], [-0.09, -0.06, -0.14], [0.04, -0.02, 0.02], [-0.03, -0.01, 0.01], [0.02, 0.00, -0.01], [-0.04, -0.01, -0.03], [-0.02, -0.06, 0.13], [-0.01, 0.17, -0.12], [-0.21, -0.14, 0.06], [0.04, 0.03, -0.07], [-0.01, -0.02, 0.00], [0.00, -0.01, -0.02], [0.01, 0.00, 0.01], [-0.01, 0.01, -0.02], [0.01, 0.00, -0.01], [0.00, 0.00, 0.01], [0.01, 0.00, 0.00], [-0.06, -0.07, 0.01], [-0.22, 0.19, -0.18], [0.03, 0.05, 0.05], [-0.02, 0.00, 0.02], [0.02, -0.03, -0.04], [0.00, 0.04, 0.00], [0.02, 0.00, -0.01], [-0.02, -0.01, 0.03], [0.00, 0.00, 0.01], [0.00, 0.00, -0.01], [-0.01, 0.00, 0.00], [0.01, 0.00, 0.00], [0.00, 0.00, 0.01], [0.00, -0.01, 0.00], [0.01, 0.00, 0.01], [0.00, -0.01, 0.00], [0.00, 0.01, 0.00], [0.01, 0.00, 0.00], [0.00, 0.00, 0.01], [-0.01, 0.00, 0.02], [0.01, -0.01, 0.00], [0.00, -0.01, 0.01], [0.01, 0.00, 0.00], [0.01, -0.01, 0.02], [0.00, -0.01, 0.00], [-0.01, 0.01, 0.01], [0.00, -0.01, 0.00], [0.01, 0.00, 0.01], [-0.01, 0.00, 0.00], [0.01, 0.00, 0.00], [-0.01, 0.00, 0.00], [0.00, -0.01, 0.01], [0.00, 0.01, 0.00], [0.01, 0.00, 0.00], [0.00, 0.00, 0.00], [-0.01, 0.00, 0.00], [0.00, -0.01, 0.00], [0.00, 0.00, 0.01], [0.02, -0.02, -0.02], [-0.02, 0.01, 0.00], [0.00, 0.00, 0.00], [-0.01, 0.01, 0.00], [0.00, 0.01, 0.00], [0.00, 0.00, -0.01], [0.00, -0.03, -0.03], [0.00, 0.02, 0.00], [0.00, -0.02, -0.04], [0.00, 0.01, 0.00], [0.00, 0.01, -0.03], [0.05, 0.04, 0.04], [0.01, -0.04, -0.04], [-0.05, 0.04, 0.01], [-0.04, 0.01, 0.02], [0.02, -0.06, -0.02], [0.02, 0.03, -0.04], [-0.06, 0.03, 0.02], [0.03, -0.10, -0.03], [-0.15, 0.05, -0.23], [-0.07, -0.03, 0.04], [-0.06, 0.02, -0.02], [0.10, -0.04, -0.01], [0.03, 0.02, -0.03], [-0.03, -0.03, 0.00], [0.00, 0.01, 0.00], [0.04, -0.03, -0.06], [0.00, 0.01, -0.01], [0.00, -0.01, 0.01], [0.02, -0.01, 0.00], [-0.01, 0.01, 0.01], [0.01, 0.02, 0.07], [0.01, 0.00, -0.01], [-0.01, 0.00, 0.00], [-0.04, 0.03, 0.01], [0.14, -0.07, 0.00], [-0.09, 0.11, -0.02], [-0.04, -0.03, 0.00], [-0.01, 0.00, -0.01], [0.07, 0.02, 0.04], [-0.14, -0.03, -0.07], [0.07, 0.00, -0.05], [0.00, 0.00, 0.01], [0.01, 0.00, 0.00], [0.00, 0.00, 0.01], [0.02, 0.05, 0.01], [-0.10, -0.24, -0.01], [0.07, 0.00, 0.08], [-0.01, -0.04, -0.02], [-0.01, 0.03, 0.00], [0.01, -0.01, 0.02], [0.00, 0.01, 0.01], [-0.01, 0.01, -0.02], [-0.02, -0.03, 0.00], [0.01, 0.00, -0.06], [-0.06, -0.01, 0.01], [0.01, 0.01, -0.02], [-0.01, 0.03, 0.00], [-0.02, 0.00, -0.01], [0.02, 0.03, 0.02], [0.02, -0.04, -0.01], [0.00, 0.00, 0.00], [0.00, 0.00, 0.00], [-0.01, 0.00, 0.00], [0.01, -0.01, 0.02], [0.01, -0.02, -0.01], [0.00, -0.01, 0.00], [0.00, -0.01, 0.01], [-0.01, 0.01, 0.00], [0.02, 0.01, -0.02]],
  "mulliken_charge": [-0.365, -2.159, 2.131, -1.654, -1.734, -0.510, -0.451, -0.443, 0.327, 0.068, -0.182, -0.710, -0.365, -0.122, -0.218, 0.664, 2.573, -1.065, -1.405, -2.538, 2.030, -1.576, -2.095, -1.650, 0.382, 0.727, -0.786, -0.423, 2.613, -2.676, -1.256, -1.097, 0.441, 0.393, 0.375, 0.460, 0.348, 0.352, 0.469, 0.327, 0.364, 0.483, 0.499, 0.500, -0.356, 0.282, 0.570, 0.097, 0.352, 0.436, 0.447, 0.411, 0.478, 0.334, 0.318, 0.457, 0.363, 0.436, 0.380, 0.301, 0.338, 0.473, 0.544, 0.462, 0.474, 0.461, 0.425, 0.360, 0.021, 0.328, -0.368, 0.503, -0.736, 1.005, -0.739, -1.100, -0.770, 1.646, -1.258, -1.305, -0.833, 1.253, -0.341, -0.231, 0.842, -0.108, -1.406, -0.748, 1.248, 0.598, 0.468, 0.579, 0.642, 0.457, 0.569, 0.599, -0.550, -0.180, 0.592, -0.255, -0.853, -0.239, -0.147, -0.225, 0.523, 0.477, 0.419, 0.576, -0.669, 0.768, 0.870, -0.353, -0.959, -0.585, -0.645, -0.673, -0.002, 0.556, -0.806, -0.950, -0.869, -0.382, 0.364, 0.448, 0.384, 0.417, 0.395, 0.032, 0.533, 0.406, 0.442, 0.433],
  "spin_multiplicity": 6,
  "e_tot_ha": -6847.3571,
  "e_above_lowest_kcal_mol": 0.0,
  "homo_energy_ha": [-0.1984, -0.2822],
  "molar_mass_da": 1074.1,
  "fmax_ev_per_a": 1.03,
  "orbital_gap_ev": [4.88, 7.04]
}